Record 1
Molecular formula: CH3BrClN3
Method: DFT, ωB97M-V with the def2-TZVPD basis set

The geometry in XYZ format:
```
9
Properties=species:S:1:pos:R:3:nbo_charge:R:1
H -1.427 0.696 0.616 0.397
H -0.228 1.236 1.685 0.414
Br -2.724 0.609 -1.807 -0.050
N 1.528 -0.281 0.748 -0.689
H 2.359 -0.633 0.366 0.369
N 0.156 -0.392 -1.050 -0.392
Cl 0.354 -1.881 -1.654 0.259
N -0.418 0.723 0.867 -0.779
C 0.399 -0.077 0.230 0.471
```

For the energy, the calculation gives -3238.23365 Eh. The value obtained for the molar mass is 172.413 g mol⁻¹. The relative energy (zero: lowest compared OMol25 entry of this formula, charge and spin) is 1.2170 eV. The calculation puts the frontier orbital gap (alpha / beta) at 0.2837 / 0.2274 Ha. For the strongest force on any atom, the calculation gives 5.229 eV/Å.

***

Record 2
Molecular formula: CH3BrClPS
Method: DFT, ωB97M-V with the def2-TZVPD basis set

The geometry in XYZ format:
```
8
Properties=species:S:1:pos:R:3:nbo_charge:R:1
H -1.554 0.195 0.632 0.248
C -0.990 -0.368 0.006 -0.927
Cl 0.986 1.147 1.740 -0.176
H -1.631 -0.408 -0.893 0.270
P 0.602 0.545 -0.155 1.057
Br 3.001 -1.664 -0.045 -0.446
H -0.905 -1.311 0.314 0.253
S 0.492 1.864 -1.598 -0.278
```

For the energy, the calculation gives -3813.61884 Eh. The value obtained for the molar mass is 193.433 g mol⁻¹. The relative energy (zero: lowest compared OMol25 entry of this formula, charge and spin) is 2.1478 eV. The calculation puts the frontier orbital gap (alpha / beta) at 0.2249 / 0.2248 Ha. For the strongest force on any atom, the calculation gives 4.153 eV/Å.

***

Record 3
Molecular formula: CH3BrFO2P
Method: DFT, ωB97M-V with the def2-TZVPD basis set

The geometry in XYZ format:
```
9
Properties=species:S:1:pos:R:3:nbo_charge:R:1
F 0.208 -1.509 1.839 -0.732
H -0.769 0.683 0.919 0.219
H -1.377 1.220 -0.504 0.190
O 2.054 -1.016 -1.529 -0.944
O -0.287 -0.192 -0.896 -0.761
P 1.193 -0.405 -0.550 2.114
Br 2.074 1.274 0.537 -0.073
C -1.187 0.368 0.018 -0.244
H -1.909 -0.422 0.166 0.232
```

For the energy, the calculation gives -3205.54724 Eh. The value obtained for the molar mass is 176.909 g mol⁻¹. The relative energy (zero: lowest compared OMol25 entry of this formula, charge and spin) is 4.7493 eV. The calculation puts the frontier orbital gap (alpha / beta) at 0.2827 / 0.2815 Ha. For the strongest force on any atom, the calculation gives 3.505 eV/Å.

***

Record 4
Molecular formula: CH3BrN2
Method: DFT, ωB97M-V with the def2-TZVPD basis set

The geometry in XYZ format:
```
7
Properties=species:S:1:pos:R:3:nbo_charge:R:1
N 0.594 -0.981 0.262 0.051
N 0.542 -2.093 0.506 -0.041
C 0.711 0.226 -0.121 -0.486
H -2.430 -0.186 1.071 0.166
H 1.736 0.513 -0.365 0.235
Br -3.012 0.101 -0.050 -0.161
H -0.200 0.842 0.065 0.235
```

For the energy, the calculation gives -2723.34259 Eh. The value obtained for the molar mass is 122.953 g mol⁻¹. The relative energy (zero: lowest compared OMol25 entry of this formula, charge and spin) is 0.4027 eV. The calculation puts the frontier orbital gap at 0.3520 Ha. For the strongest force on any atom, the calculation gives 4.492 eV/Å.